[1]
ORCA calculation (ωB97M-V/def2-TZVPD) on one molecule with the formula C5H8O2.

Its calculated total energy is -345.575702 a.u. The value obtained for the HOMO-LUMO gap (alpha / beta) is 0.32174 / 0.23711 Ha. The calculation puts the energy above the lowest of the compared OMol25 structures with the same formula, charge and spin at 601.9 kJ/mol.

```
! wB97M-V def2-TZVPD RIJCOSX def2/J DEFGRID3
* xyz 0 1
C 0.310 1.570 -0.232
C 0.891 0.385 -0.059
C 0.094 -0.849 0.223
C -2.062 0.216 0.428
C 2.416 0.035 -0.189
O -1.272 -0.734 -0.005
O -3.116 0.483 -0.315
H -0.782 1.471 -0.090
H 0.384 -1.590 -0.541
H 0.384 -1.308 1.267
H -2.215 0.534 1.534
H 3.162 0.764 0.317
H 2.524 0.093 -1.347
H 2.507 -1.010 0.075
H -3.224 -0.060 -1.066
*
```

=====

[2]
ORCA calculation (ωB97M-V/def2-TZVPD) on a 10-piece molecular cluster, C26H58Br18IN5P overall.

Its calculated total energy is -48270.333573 a.u. The value obtained for the HOMO-LUMO gap is 0.31713 Ha.

```
! wB97M-V def2-TZVPD RIJCOSX def2/J DEFGRID3
* xyz 1 1
C 4.459 -0.815 1.464
P 3.722 -1.815 0.093
C 3.816 -3.581 0.559
C 1.916 -1.397 -0.185
C 1.073 -2.090 0.926
N -0.160 -1.374 1.295
C -0.802 -0.709 0.176
I -2.585 0.293 0.779
C 0.177 0.219 -0.580
N 1.604 0.068 -0.150
C 2.428 0.917 -1.095
C 2.988 2.252 -0.544
N 1.988 3.293 -0.749
N 4.122 2.564 -1.422
N 3.483 2.135 0.824
H 5.255 -1.417 1.906
H 3.727 -0.529 2.221
H 4.942 0.039 1.008
H 3.011 -3.907 1.219
H 3.824 -4.251 -0.298
H 4.739 -3.749 1.115
H 1.569 -1.791 -1.143
H 1.701 -2.072 1.825
H 0.932 -3.147 0.684
H -0.784 -2.082 1.667
H -1.114 -1.458 -0.552
H 0.064 -0.026 -1.633
H -0.109 1.264 -0.464
H 1.619 0.365 0.834
H 1.782 1.221 -1.912
H 3.253 0.362 -1.535
H 1.212 3.220 -0.104
H 2.426 4.205 -0.696
H 4.608 3.368 -1.032
H 4.780 1.800 -1.280
H 2.677 2.290 1.418
H 4.087 2.925 1.028
Br -1.738 3.956 -2.988
C -0.435 4.469 -4.346
C 0.956 4.540 -3.783
Br 1.231 6.157 -2.729
H -0.775 5.408 -4.765
H -0.496 3.695 -5.106
H 1.688 4.596 -4.586
H 1.195 3.703 -3.134
Br 0.892 1.923 2.989
C 0.576 3.856 2.841
C -0.604 4.305 3.660
Br -2.291 3.819 2.830
H 0.454 4.064 1.782
H 1.488 4.328 3.200
H -0.612 5.390 3.725
H -0.619 3.886 4.657
Br 3.449 -6.312 2.673
C 2.545 -6.104 4.398
C 1.484 -5.024 4.415
Br 2.219 -3.216 4.490
H 3.335 -5.930 5.122
H 2.079 -7.068 4.583
H 0.877 -5.124 5.312
H 0.841 -5.044 3.541
Br -1.938 -1.533 5.312
C -2.592 0.292 5.137
C -3.749 0.568 6.060
Br -5.396 -0.233 5.407
H -2.846 0.428 4.087
H -1.747 0.929 5.396
H -3.945 1.642 6.109
H -3.592 0.181 7.061
Br -1.344 5.236 -7.637
C -1.569 7.151 -7.917
C -2.710 7.698 -7.102
Br -4.431 7.246 -7.886
H -1.702 7.298 -8.984
H -0.628 7.599 -7.605
H -2.678 8.786 -7.087
H -2.720 7.323 -6.084
Br 0.656 -5.478 -3.711
C -1.226 -5.322 -3.229
C -2.017 -4.626 -4.305
Br -1.734 -2.700 -4.309
H -1.265 -4.815 -2.269
H -1.576 -6.344 -3.118
H -3.084 -4.755 -4.137
H -1.763 -4.973 -5.302
Br -2.671 6.313 -0.388
C -2.245 8.154 0.069
C -0.764 8.343 0.256
Br -0.150 7.641 1.967
H -2.823 8.404 0.952
H -2.598 8.748 -0.772
H -0.513 9.401 0.278
H -0.178 7.847 -0.512
Br -3.248 -3.433 0.153
C -3.774 -3.584 2.007
C -3.494 -4.985 2.490
Br -4.846 -6.245 1.866
H -4.820 -3.310 2.084
H -3.172 -2.845 2.538
H -3.550 -5.040 3.571
H -2.527 -5.355 2.160
Br -1.929 -8.643 0.705
C -0.479 -9.510 -0.265
C -0.015 -8.688 -1.438
Br -1.269 -8.862 -2.921
H -0.837 -10.488 -0.568
H 0.314 -9.630 0.466
H 0.930 -9.062 -1.822
H 0.086 -7.631 -1.212
*
```

=====

[3]
ORCA calculation (ωB97M-V/def2-TZVPD) on C3H5O4Tl as an isolated structure.

Its calculated total energy is -590.329814 a.u. The value obtained for the HOMO-LUMO gap (alpha / beta) is 0.37176 / 0.22242 Ha. The expectation value of S² is 0.756. The calculation puts the energy above the lowest of the compared OMol25 structures with the same formula, charge and spin at 307.1 kJ/mol.

```
! wB97M-V def2-TZVPD RIJCOSX def2/J DEFGRID3
* xyz 1 2
O -0.243 -0.784 -0.960
C -0.478 -0.540 0.926
C 0.885 0.046 -1.159
O -0.439 -1.595 1.645
O 0.439 0.438 1.139
C 0.860 1.096 -0.059
H 0.808 0.519 -2.147
H 1.807 -0.553 -1.074
H 0.146 1.897 -0.302
H 1.858 1.499 0.140
Tl -2.412 -1.646 1.917
O -1.762 -0.149 0.619
H -1.470 -0.229 -0.685
*
```

=====

[4]
ORCA calculation (ωB97M-V/def2-TZVPD) on C36H48N3O5S2SeSr as an isolated structure.

Its calculated total energy is -5169.829215 a.u. The value obtained for the HOMO-LUMO gap is 0.24001 Ha. The calculation puts the energy above the lowest of the compared OMol25 structures with the same formula, charge and spin at 42.8 kJ/mol.

```
! wB97M-V def2-TZVPD RIJCOSX def2/J DEFGRID3
* xyz -1 1
Sr 2.449 0.248 0.625
C -3.262 -2.470 -3.926
C -3.088 -3.331 -2.676
C -2.841 -4.779 -3.119
C -4.393 -3.275 -1.871
C -1.927 -2.844 -1.810
C -1.141 -1.751 -2.129
C -0.123 -1.327 -1.285
Se 0.831 0.281 -1.774
C -0.416 1.578 -1.070
C -1.500 1.947 -1.847
C -2.456 2.826 -1.355
C -2.231 3.332 -0.076
C -1.146 3.013 0.731
C -0.210 2.056 0.250
O 0.788 1.600 0.946
C -1.082 3.676 2.120
C -2.258 3.169 2.967
C -1.199 5.200 1.960
C 0.202 3.414 2.917
C -3.711 3.228 -2.128
C -3.770 2.557 -3.500
C -4.958 2.808 -1.337
C -3.742 4.748 -2.332
C 0.181 -1.982 -0.070
O 1.124 -1.547 0.720
C -0.610 -3.131 0.248
C -1.626 -3.504 -0.615
C -0.362 -3.894 1.553
C 1.069 -4.459 1.587
C -1.301 -5.089 1.719
C -0.601 -2.944 2.737
H -4.098 -2.850 -4.519
H -2.369 -2.484 -4.553
H -3.478 -1.430 -3.669
H -3.657 -5.133 -3.756
H -2.770 -5.450 -2.261
H -1.907 -4.856 -3.679
H -5.237 -3.607 -2.483
H -4.592 -2.257 -1.530
H -4.345 -3.916 -0.989
H -1.311 -1.190 -3.039
H -1.589 1.520 -2.838
H -2.964 4.026 0.324
H -3.220 3.398 2.503
H -2.237 3.631 3.958
H -2.195 2.087 3.096
H -2.132 5.502 1.482
H -0.374 5.585 1.357
H -1.157 5.679 2.942
H 0.322 2.365 3.177
H 0.146 3.997 3.842
H 1.090 3.723 2.365
H -3.791 1.469 -3.413
H -2.912 2.830 -4.118
H -4.676 2.871 -4.024
H -4.955 1.730 -1.161
H -5.869 3.067 -1.885
H -4.996 3.302 -0.365
H -2.853 5.082 -2.872
H -3.769 5.276 -1.378
H -4.625 5.043 -2.906
H -2.226 -4.366 -0.350
H 1.183 -5.242 0.833
H 1.273 -4.904 2.567
H 1.805 -3.688 1.383
H -1.187 -5.815 0.909
H -2.349 -4.783 1.763
H -1.065 -5.594 2.658
H -0.078 -1.997 2.610
H -0.277 -3.400 3.678
H -1.666 -2.717 2.828
O 5.074 -0.860 -2.689
C 5.303 -0.307 -1.644
N 4.358 0.038 -0.686
S 5.045 0.682 0.600
O 4.900 -0.217 1.750
O 4.516 2.005 0.874
C 6.703 0.707 0.021
C 7.843 1.216 0.612
C 9.024 1.098 -0.109
C 9.038 0.494 -1.367
C 7.872 -0.002 -1.937
C 6.696 0.117 -1.221
H 7.820 1.686 1.586
H 9.944 1.483 0.309
H 9.973 0.419 -1.906
H 7.860 -0.466 -2.914
N 3.488 0.411 4.332
C 2.463 -0.479 4.327
N 2.670 -1.586 3.571
S 1.080 -0.245 5.233
H 4.191 0.387 3.606
H 3.282 1.295 4.764
H 3.429 -1.611 2.907
H 1.848 -2.121 3.333
*
```

=====

[5]
ORCA calculation (ωB97M-V/def2-TZVPD) on C42H49As2BN7ORe as an isolated structure.

Its calculated total energy is -6662.273235 a.u. The value obtained for the HOMO-LUMO gap (alpha / beta) is 0.23950 / 0.20417 Ha. The expectation value of S² is 3.792.

```
! wB97M-V def2-TZVPD RIJCOSX def2/J DEFGRID3
* xyz 3 4
Re -0.059 -0.495 0.465
C 3.818 1.581 3.812
C 2.767 0.613 3.393
C 2.272 -0.465 4.122
C 1.389 -1.128 3.291
N 1.285 -0.438 2.124
N 2.149 0.617 2.200
B 2.510 1.304 0.859
N 1.324 2.200 0.482
N 0.552 1.994 -0.639
C -0.161 3.123 -0.794
C 0.080 3.999 0.271
C 1.049 3.396 1.043
C 1.757 3.917 2.246
C -0.832 3.543 -2.039
C -0.095 3.545 -3.221
C -0.591 4.168 -4.358
C -1.831 4.785 -4.324
C -2.573 4.782 -3.152
C -2.072 4.173 -2.010
N 2.741 0.171 -0.169
N 1.805 -0.805 -0.392
C 2.385 -1.791 -1.115
C 3.694 -1.420 -1.381
C 3.884 -0.177 -0.783
C 5.118 0.651 -0.749
C 1.673 -3.010 -1.519
C 0.552 -3.483 -0.832
C -0.085 -4.653 -1.220
C 0.394 -5.370 -2.308
C 1.504 -4.907 -3.006
C 2.139 -3.738 -2.615
C 0.760 -2.430 3.549
C 0.171 -2.698 4.783
C -0.367 -3.951 5.036
C -0.301 -4.946 4.069
C 0.339 -4.701 2.862
C 0.879 -3.449 2.608
H 4.380 1.156 4.640
H 3.381 2.518 4.156
H 4.507 1.807 3.001
H 2.600 -0.788 5.096
H 3.524 1.906 1.010
H -0.305 4.999 0.381
H 1.511 4.967 2.389
H 2.838 3.832 2.141
H 1.460 3.382 3.153
H 0.904 3.124 -3.221
H 0.007 4.204 -5.260
H -2.208 5.292 -5.202
H -3.533 5.283 -3.122
H -2.632 4.212 -1.082
H 4.440 -1.991 -1.907
H 5.870 0.206 -1.396
H 5.525 0.703 0.261
H 4.924 1.667 -1.089
H 0.188 -2.985 0.063
H -0.937 -5.017 -0.660
H -0.089 -6.290 -2.608
H 1.879 -5.464 -3.854
H 3.004 -3.392 -3.167
H 0.141 -1.931 5.549
H -0.821 -4.159 5.996
H -0.708 -5.927 4.276
H 0.461 -5.499 2.140
H 1.494 -3.288 1.733
C -3.685 0.801 1.192
As -2.619 -0.141 -0.110
C -3.431 -1.897 -0.190
C -2.975 0.765 -1.739
C -4.204 1.346 -2.038
C -4.401 1.868 -3.304
C -3.390 1.798 -4.257
C -2.164 1.229 -3.949
C -1.956 0.728 -2.673
As -0.465 -0.387 -2.205
C 1.076 0.089 -3.251
C -1.148 -1.955 -3.128
H -3.355 1.833 1.289
H -3.680 0.285 2.146
H -4.706 0.782 0.811
H -3.768 -2.172 0.808
H -2.718 -2.638 -0.548
H -4.283 -1.842 -0.866
H -5.010 1.386 -1.316
H -5.350 2.322 -3.555
H -3.560 2.188 -5.250
H -1.398 1.176 -4.710
H 1.694 0.800 -2.711
H 0.708 0.535 -4.175
H 1.619 -0.823 -3.485
H -0.453 -2.786 -3.111
H -2.112 -2.246 -2.717
H -1.300 -1.620 -4.154
C -2.280 -0.521 4.268
C -1.434 0.031 3.172
N -0.934 1.241 3.283
O -1.259 -0.674 2.120
H -3.210 0.048 4.336
H -2.495 -1.568 4.077
H -1.771 -0.424 5.226
H -1.093 1.776 4.126
H -0.317 1.637 2.582
*
```

=====

[6]
ORCA calculation (ωB97M-V/def2-TZVPD) on a 2-piece molecular cluster, C2H9N3 overall.

Its calculated total energy is -245.497442 a.u. The value obtained for the HOMO-LUMO gap (alpha / beta) is 0.41041 / 0.21286 Ha. The expectation value of S² is 0.759. The calculation puts the energy above the lowest of the compared OMol25 structures with the same formula, charge and spin at 78.5 kJ/mol.

```
! wB97M-V def2-TZVPD RIJCOSX def2/J DEFGRID3
* xyz 1 2
C 2.051 0.357 0.602
N 1.929 -0.900 0.481
H 1.714 0.886 1.491
H 2.702 0.964 -0.032
H 2.551 -1.252 -0.256
N -1.431 -0.809 0.469
C -1.619 0.569 -0.042
N -0.850 0.778 -1.227
H -0.424 -0.960 0.674
H -1.532 -1.461 -0.327
H -1.456 1.206 0.825
H -2.682 0.658 -0.255
H -1.377 0.633 -2.084
H 0.053 0.297 -1.249
*
```

=====

no.,F_max (eV Å⁻¹)
1,2.74
2,3.00
3,5.28
4,2.57
5,0.59
6,3.47